(1)
# C25H25IrN3SSe

A molecular structure, C25H25IrN3SSe at a distorted geometry (wB97M-V/def2-TZVPD, OMol25).

HOMO (alpha / beta) ... -9.81 / -10.91 eV
Lowest unoccupied orbital energy (alpha / beta) ... -0.1115 / -0.1814 Eh
Electronic energy ... -109814.089 eV
Relative energy (zero: lowest compared OMol25 entry of this formula, charge and spin) ... 6.9 kJ/mol
Multiplicity ... 5
Frontier orbital gap (alpha / beta) ... 6.77 / 5.97 eV
Net charge ... +1
<S²> ... 6.0261

Geometry (Å):
Ir1 1.175 0.368 1.518
C1 0.509 -1.462 5.364
C2 0.109 -2.761 5.003
C3 0.108 -3.102 3.671
C4 0.563 -2.208 2.715
C5 1.034 -0.899 3.090
C6 1.005 -0.587 4.447
C7 0.401 -2.509 1.251
C8 0.410 -3.845 0.712
C9 0.215 -3.974 -0.634
C10 -0.006 -2.889 -1.486
C11 -0.080 -2.971 -2.893
C12 -0.247 -1.855 -3.642
C13 -0.480 -0.648 -2.979
C14 -0.344 -0.504 -1.627
C15 0.049 -1.608 -0.897
N1 0.294 -1.471 0.466
H1 0.430 -1.182 6.404
H2 -0.314 -3.433 5.716
H3 -0.398 -3.984 3.383
H4 1.309 0.419 4.778
H5 0.682 -4.689 1.337
H6 0.216 -4.969 -1.022
H7 0.019 -3.961 -3.234
H8 -0.249 -1.941 -4.757
H9 -0.735 0.166 -3.635
H10 -0.476 0.484 -1.131
N2 4.081 -1.417 -1.169
C16 3.807 -1.185 0.106
N3 3.761 -2.150 1.024
S1 3.305 0.403 0.539
H11 4.197 -2.348 -1.574
H12 3.983 -0.622 -1.826
H13 3.729 -3.144 0.795
H14 3.456 -1.835 1.973
C17 -3.299 3.744 -3.394
C18 -2.444 3.544 -2.186
C19 -1.129 3.113 -2.342
C20 -0.318 2.920 -1.223
C21 1.156 2.649 -1.287
C22 -0.975 2.971 0.026
Se1 -0.242 2.218 1.618
C23 -2.328 3.372 0.182
C24 -2.905 3.540 1.516
C25 -3.022 3.741 -0.947
H15 -2.733 3.388 -4.342
H16 -3.580 4.798 -3.556
H17 -4.189 3.130 -3.376
H18 -0.714 2.938 -3.332
H19 1.550 2.706 -2.295
H20 1.410 1.582 -1.040
H21 1.689 3.325 -0.598
H22 -3.320 2.548 1.827
H23 -3.791 4.083 1.576
H24 -2.253 3.962 2.263
H25 -4.080 4.040 -0.874

The net atomic charges from Mulliken, expressed in e, are: 1.18 -0.58 -0.75 -0.83 0.61 -0.18 -0.71 0.95 -0.83 -0.80 0.40 -0.65 -1.04 -0.13 0.34 0.08 -0.56 0.40 0.43 0.49 0.43 0.48 0.47 0.50 0.36 0.42 0.04 -0.40 0.71 -0.37 -0.56 0.23 0.23 0.23 0.20 -1.47 0.89 -0.70 0.19 -1.00 0.53 0.03 0.85 -1.99 -0.73 0.30 0.35 0.35 0.36 0.41 -0.18 0.39 0.36 0.47 0.42 0.36

---

(2)
# C28H26BiCl3F6N6SbSe2Si

A molecular structure, C28H26BiCl3F6N6SbSe2Si (wB97M-V/def2-TZVPD, OMol25).

HOMO (alpha / beta) ... -12.82 / -13.77 eV
Lowest unoccupied orbital energy (alpha / beta) ... -0.2071 / -0.2234 Eh
Electronic energy ... -243213.610 eV
Relative energy (zero: lowest compared OMol25 entry of this formula, charge and spin) ... 4.1 kJ/mol
Multiplicity ... 2
Frontier orbital gap (alpha / beta) ... 7.18 / 7.69 eV
Net charge ... +2
<S²> ... 0.7516

Geometry (Å):
Bi1 0.192 -0.025 0.223
C1 -2.879 0.352 -0.805
N1 -1.734 1.289 -0.839
C2 -1.423 1.703 -2.227
C3 -0.538 0.746 -2.995
C4 -0.678 0.584 -4.361
C5 0.261 -0.180 -5.044
C6 1.305 -0.758 -4.342
C7 1.358 -0.576 -2.971
N2 0.455 0.164 -2.318
C8 -2.032 2.452 0.008
C9 -1.992 2.124 1.482
C10 -2.616 2.957 2.392
C11 -2.529 2.671 3.745
C12 -1.832 1.543 4.146
C13 -1.243 0.751 3.182
N3 -1.313 1.034 1.872
C14 -2.510 -0.999 -1.346
C15 -3.284 -1.668 -2.271
C16 -2.880 -2.926 -2.705
C17 -1.716 -3.473 -2.194
C18 -0.991 -2.746 -1.266
N4 -1.382 -1.536 -0.852
H1 -3.727 0.766 -1.357
H2 -3.188 0.234 0.236
H3 -0.889 2.656 -2.183
H4 -2.347 1.884 -2.784
H5 -1.500 1.050 -4.888
H6 0.176 -0.316 -6.114
H7 2.063 -1.351 -4.834
H8 2.127 -1.045 -2.373
H9 -3.012 2.873 -0.242
H10 -1.295 3.232 -0.190
H11 -3.167 3.820 2.040
H12 -3.007 3.313 4.473
H13 -1.742 1.274 5.188
H14 -0.706 -0.143 3.458
H15 -4.191 -1.218 -2.651
H16 -3.468 -3.465 -3.436
H17 -1.358 -4.445 -2.504
H18 -0.081 -3.141 -0.843
Se1 2.269 0.976 3.652
Se2 2.621 -0.707 2.070
C19 1.198 -1.920 2.566
C20 1.402 -2.887 3.532
C21 0.378 -3.787 3.790
C22 -0.809 -3.690 3.081
C23 -0.936 -2.695 2.131
N5 0.050 -1.828 1.879
C24 1.934 2.436 2.433
C25 2.305 3.709 2.852
C26 2.163 4.765 1.971
C27 1.681 4.517 0.692
C28 1.332 3.224 0.370
N6 1.428 2.197 1.228
H19 2.352 -2.948 4.044
H20 0.512 -4.564 4.530
H21 -1.619 -4.386 3.247
H22 -1.840 -2.576 1.549
H23 2.724 3.847 3.840
H24 2.459 5.764 2.263
H25 1.598 5.305 -0.043
H26 0.991 2.970 -0.628
F1 1.869 -1.883 -0.383
Sb1 2.737 -3.712 -0.509
F2 4.073 -2.748 -1.400
F3 1.744 -3.826 -2.114
F4 3.383 -5.443 -0.578
F5 1.166 -4.218 0.447
F6 3.517 -3.295 1.159
Cl1 5.628 1.708 -3.538
Si1 4.069 1.513 -2.292
Cl2 2.480 2.636 -2.978
Cl3 4.451 2.084 -0.370

The net atomic charges from Mulliken, expressed in e, are: 2.66 -1.12 0.42 -1.44 0.77 -0.96 -0.78 -1.29 -1.06 0.88 -1.66 0.60 -1.01 -0.67 -0.93 -0.52 1.11 0.63 -0.93 -0.76 -0.95 -0.32 0.57 0.49 0.42 0.48 0.31 0.57 0.47 0.60 0.96 0.61 0.60 0.55 0.48 0.54 0.41 0.55 0.46 0.59 0.42 0.04 0.29 0.06 -1.02 -0.53 -1.11 -0.67 1.41 0.09 -0.82 -0.62 -0.98 -0.36 0.24 0.59 0.47 0.48 0.46 0.50 0.46 0.55 0.21 0.22 2.11 -0.55 -0.59 -0.49 -0.66 -0.57 -0.17 0.52 -0.19 -0.13

---

(3)
# C4H11N3O

C4H11N3O in the gas phase at a distorted geometry (wB97M-V/def2-TZVPD, OMol25).

HOMO ... -8.37 eV
Lowest unoccupied orbital energy ... 0.0288 Eh
Electronic energy ... -10844.018 eV
Relative energy (zero: lowest compared OMol25 entry of this formula, charge and spin) ... 115.1 kJ/mol
Frontier orbital gap ... 9.15 eV

Geometry (Å):
O1 -1.770 -0.250 0.100
C1 -0.887 0.182 -0.611
N1 -0.945 0.042 -1.967
C2 -0.107 0.672 -2.986
C3 0.411 0.775 -0.065
N2 0.520 0.600 1.371
C4 1.513 -0.299 1.920
N3 1.056 -1.598 2.381
H1 -1.674 -0.581 -2.275
H2 0.297 1.586 -2.554
H3 -0.770 1.061 -3.756
H4 0.671 0.000 -3.339
H5 0.487 1.827 -0.336
H6 1.227 0.199 -0.499
H7 -0.392 0.583 1.799
H8 2.293 -0.422 1.195
H9 1.937 0.172 2.800
H10 0.345 -1.459 3.089
H11 0.669 -2.232 1.695

The net atomic charges from Mulliken, expressed in e, are: -0.65 0.62 -0.17 -0.82 -0.70 -0.28 -0.57 -0.59 0.25 0.28 0.35 0.27 0.25 0.34 0.21 0.39 0.33 0.25 0.24

---

(4)
# C39H40AsCl2N2OPdSSe

A molecular structure, C39H40AsCl2N2OPdSSe (wB97M-V/def2-TZVPD, OMol25).

HOMO (alpha / beta) ... -15.76 / -15.76 eV
Lowest unoccupied orbital energy (alpha / beta) ... -0.2846 / -0.4301 Eh
Electronic energy ... -211638.317 eV
Relative energy (zero: lowest compared OMol25 entry of this formula, charge and spin) ... 26.8 kJ/mol
Multiplicity ... 5
Frontier orbital gap (alpha / beta) ... 8.01 / 4.05 eV
Net charge ... +3
<S²> ... 6.0624

Geometry (Å):
Pd1 -0.037 0.247 0.982
Cl1 2.478 0.133 0.739
C1 3.054 0.623 2.310
C2 4.406 0.781 2.465
C3 4.909 1.156 3.720
C4 4.069 1.360 4.797
C5 2.699 1.200 4.641
Cl2 1.672 1.457 5.972
C6 2.132 0.832 3.374
S1 0.445 0.723 3.256
H1 5.081 0.618 1.638
H2 5.975 1.286 3.840
H3 4.465 1.644 5.761
C7 -5.520 -3.195 -0.992
C8 -4.587 -3.093 -2.187
C9 -3.552 -4.214 -2.241
C10 -2.248 -3.937 -1.502
N1 -2.404 -3.750 -0.048
C11 -2.266 -2.578 0.653
Se1 -1.958 -0.971 -0.157
N2 -2.472 -2.858 1.973
C12 -2.388 -1.922 3.105
C13 -3.682 -1.700 3.894
C14 -4.593 -0.585 3.375
C15 -5.277 -0.881 2.053
C16 -2.714 -4.194 2.117
C17 -2.934 -4.985 3.250
C18 -3.113 -6.326 3.025
C19 -3.075 -6.894 1.717
C20 -2.846 -6.136 0.603
C21 -2.665 -4.760 0.816
H4 -6.256 -2.394 -0.994
H5 -4.989 -3.141 -0.042
H6 -6.064 -4.139 -1.012
H7 -4.079 -2.121 -2.202
H8 -5.184 -3.128 -3.100
H9 -3.251 -4.407 -3.273
H10 -4.000 -5.143 -1.884
H11 -1.766 -3.030 -1.872
H12 -1.540 -4.761 -1.614
H13 -2.034 -0.974 2.685
H14 -1.600 -2.331 3.743
H15 -3.366 -1.453 4.910
H16 -4.240 -2.635 3.973
H17 -4.006 0.340 3.295
H18 -5.350 -0.393 4.136
H19 -4.588 -0.830 1.208
H20 -6.069 -0.162 1.855
H21 -5.735 -1.870 2.060
H22 -2.958 -4.572 4.247
H23 -3.282 -6.989 3.859
H24 -3.228 -7.957 1.622
H25 -2.807 -6.571 -0.384
O1 0.057 2.167 0.259
As1 -1.207 3.042 -0.516
C22 -1.457 2.326 -2.269
C23 -2.506 1.480 -2.614
C24 -2.588 0.985 -3.907
C25 -1.625 1.329 -4.846
C26 -0.577 2.168 -4.500
C27 -0.491 2.670 -3.213
C28 -2.757 2.917 0.597
C29 -4.055 2.907 0.101
C30 -5.124 2.929 0.986
C31 -4.896 2.964 2.353
C32 -3.598 2.984 2.848
C33 -2.526 2.966 1.973
C34 -0.563 4.830 -0.587
C35 0.718 5.136 -0.145
C36 1.151 6.452 -0.208
C37 0.307 7.439 -0.696
C38 -0.972 7.124 -1.132
C39 -1.417 5.815 -1.076
H26 -3.275 1.216 -1.892
H27 -3.415 0.350 -4.190
H28 -1.702 0.956 -5.858
H29 0.161 2.445 -5.238
H30 0.313 3.353 -2.956
H31 -4.250 2.933 -0.966
H32 -6.133 2.940 0.605
H33 -5.732 2.998 3.037
H34 -3.426 3.043 3.913
H35 -1.509 3.018 2.358
H36 1.368 4.357 0.233
H37 2.147 6.708 0.122
H38 0.649 8.464 -0.740
H39 -1.620 7.898 -1.513
H40 -2.417 5.573 -1.418

The net atomic charges from Mulliken, expressed in e, are: -0.31 0.02 0.80 -0.76 -0.35 -0.73 0.24 -0.11 0.48 -0.02 0.50 0.43 0.47 -0.93 -0.09 -0.48 -1.20 0.63 -0.05 0.46 0.53 0.02 -1.01 -0.14 -0.93 0.92 -0.88 -0.73 -0.83 -0.90 0.81 0.42 -0.03 0.38 -0.11 0.43 0.45 0.36 0.52 0.44 -0.64 0.52 0.48 0.50 -0.14 0.44 -0.05 0.58 0.36 0.52 0.47 0.46 0.49 -0.47 1.18 0.52 0.28 -1.17 -0.60 -0.83 -0.63 0.73 -0.38 -0.89 -0.32 -1.03 -0.66 0.19 -0.20 -0.66 -0.48 -0.74 -0.50 0.60 0.50 0.44 0.44 0.46 0.58 0.50 0.49 0.45 0.49 0.33 0.43 0.42 0.43 0.38

---

(5)
# C25H27N3O2

C25H27N3O2 in the gas phase (wB97M-V/def2-TZVPD, OMol25).

HOMO ... -7.83 eV
Lowest unoccupied orbital energy ... 0.0076 Eh
Electronic energy ... -34929.849 eV
Relative energy (zero: lowest compared OMol25 entry of this formula, charge and spin) ... 68.2 kJ/mol
Frontier orbital gap ... 8.04 eV

Geometry (Å):
C1 -6.362 -0.441 -0.565
H1 -7.166 0.229 -0.858
H2 -6.648 -0.972 0.339
H3 -6.210 -1.174 -1.354
C2 -5.078 0.346 -0.316
C3 -4.003 -0.595 0.217
O1 -4.286 -1.587 0.863
N1 -2.705 -0.273 -0.020
C4 -2.212 0.897 -0.713
H4 -2.808 1.090 -1.608
C5 -0.759 0.686 -1.146
N2 0.104 0.444 -0.006
C6 1.202 1.254 0.213
C7 1.554 1.691 1.494
C8 2.597 2.573 1.696
C9 3.314 3.068 0.622
C10 3.033 2.592 -0.644
C11 2.033 1.652 -0.855
N3 1.911 1.101 -2.150
C12 1.970 -0.211 -2.528
O2 1.930 -0.505 -3.707
C13 2.014 -1.231 -1.440
C14 1.077 -2.235 -1.472
C15 0.989 -3.172 -0.434
C16 1.830 -3.083 0.640
C17 2.854 -2.113 0.673
C18 3.772 -2.045 1.743
C19 4.806 -1.153 1.722
C20 4.992 -0.319 0.610
C21 4.110 -0.348 -0.433
C22 2.988 -1.203 -0.409
H5 4.284 0.265 -1.304
H6 5.845 0.342 0.579
H7 5.503 -1.105 2.545
H8 3.648 -2.726 2.573
H9 1.742 -3.773 1.467
H10 0.240 -3.949 -0.481
H11 0.391 -2.290 -2.305
H12 2.017 1.746 -2.925
H13 3.620 2.922 -1.490
H14 4.100 3.791 0.768
H15 2.832 2.894 2.700
H16 0.991 1.353 2.348
C23 -0.553 -0.197 1.114
C24 -1.673 -1.088 0.599
H17 -1.274 -1.811 -0.119
H18 -2.140 -1.639 1.418
H19 -0.984 0.534 1.816
H20 0.183 -0.803 1.650
H21 -0.429 1.583 -1.671
H22 -0.714 -0.155 -1.848
H23 -2.269 1.785 -0.067
C25 -5.314 1.437 0.733
H24 -6.091 2.119 0.396
H25 -5.633 0.983 1.668
H26 -4.409 2.011 0.919
H27 -4.757 0.807 -1.253

The net atomic charges from Mulliken, expressed in e, are: -1.63 0.42 0.32 0.39 0.89 0.43 -0.68 0.36 -1.25 0.64 -0.76 1.26 0.23 -0.71 -0.86 -0.76 -0.38 0.18 0.04 -0.38 -0.68 0.73 -0.22 -0.57 -0.89 0.62 -0.99 -0.72 -0.64 -0.24 0.64 0.57 0.40 0.42 0.42 0.41 0.39 0.48 0.25 0.38 0.39 0.44 0.40 -0.88 -1.34 0.02 0.48 0.43 0.71 0.64 0.12 0.24 -1.33 0.40 0.33 0.31 0.12